(1)
The following is a quantum chemistry calculation of one molecule with the formula C5H5N, from OMol25.

```
11
Properties=species:S:1:pos:R:3:nbo_charge:R:1
C 1.28 0.18 -1.17 -0.700
C 1.00 -0.09 0.27 0.109
C -0.22 -0.12 0.86 -0.391
C -1.37 0.12 0.05 -0.030
C -2.61 -0.02 0.70 0.123
N -3.69 -0.08 1.13 -0.263
H 0.61 0.94 -1.57 0.263
H 1.09 -0.73 -1.76 0.258
H 2.32 0.46 -1.33 0.225
H -0.27 -0.35 1.93 0.205
H 1.87 -0.30 0.89 0.200
```

HOMO level (alpha / beta)	-8.985 / -8.987	eV
net charge	0
calculated total energy	-6752.0291	eV
spin multiplicity	1

(2)
The following is a quantum chemistry calculation of one molecule with the formula C5H5N, from OMol25.

```
11
Properties=species:S:1:pos:R:3:nbo_charge:R:1
C 1.27 -1.77 -1.47 0.316
C -1.07 -0.17 0.72 -0.391
C 1.51 0.45 -0.63 -0.278
C -0.63 -0.96 -0.46 -0.224
C 0.12 0.04 -0.16 0.023
N 1.83 -0.76 -1.32 -0.537
H -1.89 0.54 0.77 0.179
H -0.89 -0.58 1.69 0.169
H 1.21 1.20 -1.32 0.248
H 2.18 0.67 0.25 0.246
H -0.96 -1.81 -0.89 0.249
```

HOMO level	-9.444	eV
net charge	0
calculated total energy	-6750.5159	eV
spin multiplicity	1

(3)
The following is a quantum chemistry calculation of C5H5N as an isolated structure, from OMol25.

```
11
Properties=species:S:1:pos:R:3:nbo_charge:R:1
C 0.36 -0.19 1.23 0.031
C 0.62 -0.73 0.00 0.159
C -0.94 -0.61 0.79 0.141
C -2.47 0.94 1.71 -0.331
C 1.25 -0.52 -1.30 -0.665
N -0.34 -1.68 0.38 -0.261
H -2.57 1.37 0.71 0.086
H -1.79 1.60 2.09 0.070
H 2.22 0.00 -1.27 0.263
H 0.46 0.02 -1.78 0.256
H 1.27 -1.52 -1.68 0.251
```

HOMO level	-8.274	eV
net charge	0
calculated total energy	-6744.7656	eV
spin multiplicity	1

(4)
The following is a quantum chemistry calculation of C5H5N as an isolated structure, from OMol25.

```
11
Properties=species:S:1:pos:R:3:lowdin_spin:R:1
C 1.32 0.29 -0.15 0.329
C 1.38 1.18 -1.06 1.481
C -1.42 0.92 -0.31 0.015
C 0.45 -0.46 0.71 0.043
C -0.87 -0.40 -0.04 0.015
N -1.97 1.89 -0.57 0.025
H 2.32 0.27 -0.58 0.090
H 0.71 -1.55 0.75 0.003
H 0.44 -0.09 1.75 -0.002
H -1.73 -1.05 0.47 0.001
H -0.64 -0.99 -0.97 0.001
```

HOMO level (alpha / beta)	-6.842 / -10.588	eV
net charge	0
calculated total energy	-6747.3027	eV
spin multiplicity	3

(5)
The following is a quantum chemistry calculation of an isolated ion of composition C5H5N2 and charge +1, from OMol25.

```
12
Properties=species:S:1:pos:R:3:nbo_charge:R:1
C -0.05 -1.28 -1.68 0.142
C -0.12 0.04 -2.18 0.097
C 0.57 0.89 -0.23 -0.148
C 0.06 0.44 0.86 0.529
C -0.35 0.00 2.12 -0.756
N 0.22 1.08 -1.55 -0.307
N 0.30 -2.28 -1.25 -0.147
H -0.44 0.20 -3.21 0.260
H 1.40 1.53 0.14 0.353
H -0.68 0.77 2.79 0.312
H 0.29 -0.82 2.41 0.314
H -1.18 -0.57 1.78 0.352
```

HOMO level	-15.758	eV
net charge	+1
calculated total energy	-8234.0081	eV
spin multiplicity	1

(6)
The following is a quantum chemistry calculation of one molecule with the formula C5H5N3, from OMol25.

```
13
Properties=species:S:1:pos:R:3:nbo_charge:R:1
C 0.86 -1.09 -1.42 0.246
C 1.37 -0.85 1.03 -0.011
C -0.22 0.38 1.55 0.208
C 0.67 -0.57 -0.13 -0.052
C -1.19 0.82 -0.75 -0.429
N 1.04 -1.64 -2.42 -0.292
N 0.83 -0.16 2.01 -0.442
N -0.39 0.24 0.19 -0.335
H 2.16 -1.59 0.99 0.222
H -0.83 1.14 2.12 0.200
H -2.18 1.22 -0.35 0.233
H -0.84 1.88 -1.09 0.207
H -1.27 0.20 -1.73 0.246
```

HOMO level	-9.389	eV
SMILES string	Cn1cncc1C#N
net charge	0
calculated total energy	-9734.9678	eV
spin multiplicity	1

(7)
The following is a quantum chemistry calculation of one molecule with the formula C5H5N3, from OMol25.

```
13
Properties=species:S:1:pos:R:3:nbo_charge:R:1
C -0.02 -1.49 -1.19 -0.337
C 0.10 0.73 -0.68 -0.046
C 0.27 1.67 0.39 -0.267
C -0.19 1.06 1.62 -0.092
C -0.41 -0.42 -0.12 0.142
H -0.61 -2.38 -1.48 0.239
H 0.95 -2.05 -0.59 0.255
H 0.58 2.85 0.53 0.250
H 0.24 1.47 2.74 0.251
H -1.43 -0.82 1.91 0.439
N 0.47 -0.77 -2.42 -0.130
N 0.60 0.48 -2.00 -0.131
N -0.57 -0.33 1.28 -0.574
```

HOMO level	-8.741	eV
SMILES string	c1cc2c([nH]1)CN=N2
net charge	0
calculated total energy	-9731.3532	eV
spin multiplicity	1

(8)
The following is a quantum chemistry calculation of one molecule with the formula C5H5N3, from OMol25.

```
13
Properties=species:S:1:pos:R:3:nbo_charge:R:1
C 2.42 0.12 -0.07 0.394
C -1.48 0.49 0.28 -0.326
C -1.41 -0.83 -0.37 0.193
C 0.75 -1.30 0.43 0.323
C -0.67 1.40 -0.25 -0.296
N 3.42 0.67 0.04 -0.374
N -0.45 -1.61 -0.12 -0.412
N 1.20 -0.30 -0.18 -0.535
H -2.03 0.80 1.11 0.231
H -2.25 -1.06 -1.02 0.193
H 1.23 -2.08 1.15 0.207
H -0.04 1.38 -1.13 0.213
H -0.68 2.35 0.13 0.187
```

HOMO level	-9.695	eV
SMILES string	C=C/C=N\C=N\C#N
net charge	0
calculated total energy	-9732.5710	eV
spin multiplicity	1

(9)
The following is a quantum chemistry calculation of one molecule with the formula C5H5N3, from OMol25.

```
13
Properties=species:S:1:pos:R:3:nbo_charge:R:1
C 1.09 -0.51 -0.78 0.400
C -0.61 -0.28 0.99 -0.227
C -0.86 0.59 -0.27 -0.078
C 0.06 0.56 -1.20 -0.206
C -1.67 1.84 -0.10 0.244
H 2.34 -2.06 -0.64 0.313
H 1.06 -1.81 0.92 0.413
H -1.53 -0.86 1.63 0.251
H -0.32 0.61 1.83 0.207
H 0.28 1.49 -1.79 0.261
N 2.19 -1.11 -1.35 -0.642
N 0.48 -1.05 0.45 -0.656
N -2.49 2.59 0.32 -0.280
```

HOMO level	-9.252	eV
SMILES string	[H]/N=C1/C=C(C#N)CN1
net charge	0
calculated total energy	-9732.4320	eV
spin multiplicity	1

(10)
The following is a quantum chemistry calculation of one molecule with the formula C5H5N3O, from OMol25.

```
14
Properties=species:S:1:pos:R:3:nbo_charge:R:1
C 2.60 -0.35 0.62 -0.397
C 1.38 -0.13 0.13 0.209
C -0.21 1.68 -0.30 0.434
C -1.45 -0.37 0.05 0.500
C 0.64 -1.24 -0.60 0.099
H 3.24 0.40 1.07 0.226
H 2.99 -1.36 0.47 0.214
H -0.19 2.77 -0.52 0.198
H -2.75 0.12 1.22 0.350
H 1.23 -2.00 -1.11 0.204
N -1.35 1.05 -0.36 -0.540
N -2.29 -0.73 0.97 -0.621
N -0.63 -1.29 -0.73 -0.393
O 0.95 1.16 0.03 -0.484
```

HOMO level	-9.597	eV
SMILES string	[H]/N=C1\N=COC(=C)C=N1
net charge	0
calculated total energy	-11781.2061	eV
spin multiplicity	1

(11)
The following is a quantum chemistry calculation of C5H5N3O as an isolated structure, from OMol25.

```
14
Properties=species:S:1:pos:R:3:nbo_charge:R:1
C 0.02 -2.39 -0.11 0.225
C 1.20 -0.11 -0.21 0.023
C 0.48 1.07 -0.19 -0.210
C 0.12 2.48 -0.22 -0.058
C -0.89 0.76 0.00 0.466
H -1.64 -2.36 1.59 0.369
H 0.71 -3.04 -0.88 0.191
H 2.23 -0.36 -0.09 0.237
H 0.25 3.23 -1.24 0.188
H 0.63 3.14 0.41 0.206
N -0.88 -2.98 0.54 -0.621
N 0.19 -1.09 -0.03 -0.285
N -1.17 -0.42 0.38 -0.275
O -1.24 2.07 0.06 -0.455
```

HOMO level	-8.726	eV
net charge	0
calculated total energy	-11776.0211	eV
spin multiplicity	1

(12)
The following is a quantum chemistry calculation of one molecule with the formula C5H5N3O3, from OMol25.

```
16
Properties=species:S:1:pos:R:3:lowdin_spin:R:1
C 1.66 -0.36 0.05 0.082
C 0.50 -0.47 0.66 0.199
C 2.81 -0.90 0.79 0.000
C -2.05 0.15 0.53 0.015
C -0.75 -0.73 0.48 0.037
N 1.91 0.33 -1.24 0.395
N 1.12 0.85 -1.94 1.183
N -2.04 1.16 -0.32 0.007
O 3.91 -1.08 0.30 -0.009
O -3.08 -0.18 1.13 0.001
O -3.28 1.71 -0.53 0.001
H 2.53 -1.33 1.73 0.005
H -1.05 -1.82 0.61 0.020
H 2.96 0.02 -1.50 0.058
H -1.29 1.36 -0.90 0.005
H -3.85 1.28 0.17 0.000
```

HOMO level (alpha / beta)	-7.527 / -9.794	eV
net charge	0
calculated total energy	-15870.4803	eV
spin multiplicity	3

(13)
The following is a quantum chemistry calculation of one molecule with the formula C5H5NO, from OMol25.

```
12
Properties=species:S:1:pos:R:3:nbo_charge:R:1
O -1.42 0.98 0.86 -0.509
C -0.82 0.02 0.43 0.498
C -1.36 -1.34 0.50 -0.131
C -1.69 -2.50 0.55 -0.129
C 0.58 0.10 -0.09 -0.197
C 1.10 1.19 -0.98 -0.225
N 1.38 1.21 0.43 -0.546
H -1.98 -3.53 0.59 0.242
H 1.08 -0.86 -0.14 0.217
H 0.47 1.97 -1.40 0.209
H 1.95 0.91 -1.61 0.203
H 0.70 1.85 0.86 0.367
```

HOMO level	-9.967	eV
SMILES string	C#CC(=O)[C@H]1CN1
net charge	0
calculated total energy	-8800.2169	eV
spin multiplicity	1

(14)
The following is a quantum chemistry calculation of C5H5NO as an isolated structure, from OMol25.

```
12
Properties=species:S:1:pos:R:3:nbo_charge:R:1
C -1.03 -0.94 -1.22 -0.200
C 0.05 -0.61 0.40 0.086
C 0.60 0.20 1.34 -0.046
C 0.53 1.43 -0.54 0.136
C 0.01 0.16 -0.85 -0.211
H -0.79 -1.70 -2.01 0.209
H -2.03 -0.29 -1.67 0.215
H -1.54 -2.06 0.88 0.418
H 1.29 -0.04 2.29 0.218
H 0.82 2.37 -0.93 0.210
N -0.79 -1.62 0.13 -0.624
O 0.86 1.45 0.70 -0.411
```

HOMO level	-8.026	eV
net charge	0
calculated total energy	-8798.1645	eV
spin multiplicity	1

(15)
The following is a quantum chemistry calculation of one molecule with the formula C5H5NO, from OMol25.

```
12
Properties=species:S:1:pos:R:3:nbo_charge:R:1
O -1.12 -0.55 1.80 -0.511
C -0.85 0.03 0.77 0.467
C -0.98 1.46 0.60 -0.122
C -0.94 2.64 0.36 -0.141
C -0.33 -0.68 -0.43 -0.246
C 1.20 -0.93 -0.67 -0.200
N 0.30 -1.97 -0.23 -0.544
H -0.90 3.69 0.15 0.240
H -0.21 -0.19 -1.40 0.277
H 1.88 -0.37 -0.05 0.205
H 1.53 -1.12 -1.70 0.201
H 0.41 -2.01 0.79 0.376
```

HOMO level	-9.266	eV
SMILES string	C#CC(=O)[C@H]1CN1
net charge	0
calculated total energy	-8798.7532	eV
spin multiplicity	1

(16)
The following is a quantum chemistry calculation of one molecule with the formula C5H5NO, from OMol25.

```
12
Properties=species:S:1:pos:R:3:nbo_charge:R:1
O 1.51 -2.07 -0.19 -0.489
C 0.83 -1.08 -0.23 0.611
C -0.66 -0.83 -0.52 -0.506
C -0.42 0.66 -0.13 -0.331
C 1.11 0.40 0.02 -0.506
C -1.08 1.06 1.11 0.279
N -1.58 1.36 2.11 -0.311
H -0.92 -0.98 -1.57 0.247
H -1.36 -1.39 0.11 0.253
H -0.68 1.37 -0.92 0.254
H 1.55 0.64 0.99 0.253
H 1.71 0.86 -0.77 0.247
```

HOMO level	-10.239	eV
SMILES string	N#CC1CC(=O)C1
net charge	0
calculated total energy	-8802.4158	eV
spin multiplicity	1

(17)
The following is a quantum chemistry calculation of one molecule with the formula C5H5NO, from OMol25.

```
12
Properties=species:S:1:pos:R:3:nbo_charge:R:1
O -0.92 2.30 0.52 -0.647
C -0.99 1.01 0.23 0.251
C 0.37 0.46 0.37 -0.374
C 0.38 -0.98 0.85 -0.357
C 0.68 -0.70 -0.58 -0.316
C -0.27 -1.04 -1.62 0.283
N -0.99 -1.34 -2.48 -0.312
H -1.81 2.66 0.43 0.502
H 1.22 1.10 0.63 0.228
H -0.59 -1.41 1.08 0.246
H 1.21 -1.29 1.48 0.234
H 1.71 -0.77 -0.90 0.262
```

HOMO level	-9.030	eV
net charge	0
calculated total energy	-8800.0797	eV
spin multiplicity	1

(18)
The following is a quantum chemistry calculation of one molecule with the formula C5H5NO, from OMol25.

```
12
Properties=species:S:1:pos:R:3:nbo_charge:R:1
O 0.32 0.26 -1.85 -0.627
C 0.12 0.10 -0.55 0.497
C -1.30 -0.34 -0.29 -0.579
C -1.61 -0.59 1.12 0.273
N -1.89 -0.78 2.22 -0.279
C 1.00 0.44 0.46 -0.546
C 2.34 0.56 0.83 -0.182
H 1.22 0.61 -1.99 0.508
H 0.29 0.92 1.15 0.260
H -2.03 0.36 -0.71 0.272
H -1.43 -1.28 -0.84 0.281
H 2.97 -0.26 0.44 0.121
```

HOMO level (alpha / beta)	-8.155 / -7.992	eV
net charge	0
calculated total energy	-8798.4033	eV
spin multiplicity	1

(19)
The following is a quantum chemistry calculation of one molecule with the formula C5H5NO, from OMol25.

```
12
Properties=species:S:1:pos:R:3:nbo_charge:R:1
O -0.76 1.03 -2.06 -0.474
C -0.41 0.40 -1.11 0.595
C -0.22 0.74 0.41 -0.551
C 0.22 2.08 0.77 0.022
C 0.26 -0.94 -0.93 -0.195
C 0.52 -0.61 0.52 -0.075
N -0.36 -1.69 0.16 -0.536
H 0.99 1.97 1.57 0.101
H 0.86 -1.47 -1.66 0.231
H -1.18 0.78 0.97 0.305
H 1.42 -0.81 1.09 0.223
H -1.34 -1.47 0.29 0.353
```

HOMO level	-9.009	eV
net charge	0
calculated total energy	-8797.4160	eV
spin multiplicity	1

(20)
The following is a quantum chemistry calculation of C5H5NO as an isolated structure, from OMol25.

```
12
Properties=species:S:1:pos:R:3:nbo_charge:R:1
O -1.28 -0.68 2.07 -0.503
C -1.14 -0.65 0.87 0.440
C -0.35 0.44 0.18 -0.305
C 1.21 -0.01 0.25 -0.176
C -0.60 0.50 -1.34 -0.559
C 0.68 0.29 -1.58 0.560
N 1.83 0.14 -1.16 -0.503
H -1.54 -1.46 0.22 0.116
H -0.49 1.38 0.73 0.228
H 1.33 -1.04 0.60 0.209
H 1.76 0.69 0.87 0.232
H -1.50 0.27 -1.89 0.260
```

HOMO level	-8.264	eV
net charge	0
calculated total energy	-8798.7311	eV
spin multiplicity	1

Energy above the lowest of the compared OMol25 structures with the same formula, charge and spin (eV)
3.879; 5.392; 11.142; 3.327; 2.438; 0.521; 4.136; 2.918; 3.057; 2.514; 7.699; 0.000; 3.202; 5.255; 4.666; 1.003; 3.339; 5.016; 6.003; 4.688
Max |F| (eV Å⁻¹)
1.01; 3.31; 5.11; 5.38; 2.54; 5.74; 5.66; 3.12; 5.78; 4.12; 5.81; 10.58; 0.58; 4.56; 2.57; 1.11; 1.19; 1.15; 0.65; 0.63